# 1
{
  "formula": "C4H14NOS",
  "method": "ωB97M-V/def2-TZVPD",
  "mol_weight_da": 124.23,
  "relative_energy_ev": 1.310,
  "charge": 1,
  "e_tot_ev": -18740.87805,
  "orbital_gap_ev": 9.998,
  "elements": ["C", "C", "C", "C", "S", "N", "H", "H", "H", "H", "H", "H", "H", "H", "H", "H", "H", "H", "H", "H", "O"],
  "coordinates": [[-0.49557, -2.33071, 1.01301], [-0.53853, -0.76443, 0.79368], [-1.10828, -0.41254, -0.57283], [-0.53429, 0.92662, -1.28610], [-0.62120, 2.28437, -0.11683], [0.79141, -0.20673, 1.22999], [-0.12717, -2.85357, 0.18160], [0.19272, -2.44043, 1.91475], [-1.51053, -2.64691, 1.29298], [-1.25574, -0.27630, 1.49875], [-2.25939, -0.50033, -0.54330], [-0.71816, -1.16949, -1.23412], [0.53661, 0.66266, -1.71028], [-1.04133, 1.26735, -2.14271], [0.30423, 3.11631, -0.60104], [1.69188, -0.55583, 0.95584], [0.73985, 0.76758, 0.89366], [0.95411, -0.06923, 2.24152], [2.91790, -1.86275, -0.40754], [2.16658, -1.76636, -1.75578], [2.23348, -1.41114, -0.87644]]
}



# 2
{
  "formula": "C4H14NOS2",
  "method": "ωB97M-V/def2-TZVPD",
  "mol_weight_da": 156.30,
  "relative_energy_ev": 0.670,
  "charge": 2,
  "e_tot_ev": -29564.09972,
  "orbital_gap_ev": [10.504, 6.537],
  "spin_multiplicity": 2,
  "elements": ["N", "C", "C", "C", "S", "S", "C", "H", "H", "H", "H", "H", "H", "H", "H", "H", "H", "H", "H", "H", "H", "O"],
  "coordinates": [[-0.30977, 1.16056, 0.54944], [-0.61155, 0.64617, -0.92406], [-0.85957, 1.89068, -1.83191], [0.53771, -0.27061, -1.34112], [0.24428, -2.03700, -1.43896], [-1.27027, -2.67672, -0.17438], [-0.59090, -2.61016, 1.48342], [0.67470, 1.41606, 0.52418], [-0.94741, 1.89084, 0.87048], [-0.43185, 0.31706, 1.10792], [-1.57305, 0.14771, -0.81122], [-0.20887, 2.71366, -1.54053], [-1.87644, 2.20445, -1.55767], [-0.86236, 1.52046, -2.84363], [0.78136, 0.03152, -2.36422], [1.48334, 0.01338, -0.86655], [-1.10203, -1.93254, 2.19361], [0.32889, -2.03775, 1.60987], [-0.37363, -3.57125, 1.92928], [2.72941, 0.00971, 1.21336], [2.25141, 0.94771, 2.39996], [1.98660, 0.22606, 1.81272]]
}



# 3
{
  "formula": "C4H14O2S2",
  "method": "ωB97M-V/def2-TZVPD",
  "smiles": "CCCSSC.O.O",
  "mol_weight_da": 158.29,
  "relative_energy_ev": 0.845,
  "e_tot_ev": -30139.85168,
  "orbital_gap_ev": 9.104,
  "elements": ["C", "C", "C", "S", "S", "C", "H", "H", "H", "H", "H", "H", "H", "H", "H", "H", "O", "H", "H", "O", "H", "H"],
  "coordinates": [[-0.53704, -0.26818, 0.67346], [0.75147, -0.25416, 1.47794], [0.64856, -0.96194, 2.85419], [2.15267, -1.72368, 3.40950], [2.35030, -3.48443, 2.36966], [2.76483, -3.23813, 0.62625], [-1.23906, 0.49618, 1.02891], [-0.31214, -0.05401, -0.37182], [-1.17309, -1.15749, 0.60405], [1.42633, -0.85569, 0.89617], [1.12040, 0.74206, 1.69635], [0.12565, -0.30721, 3.55856], [-0.14015, -1.70150, 2.71828], [2.54946, -2.31885, 0.11879], [3.82653, -3.42125, 0.44492], [2.29292, -4.11061, 0.18650], [-2.43215, 4.18759, -4.58986], [-1.89273, 4.85118, -4.15283], [-2.27809, 4.26725, -5.53407], [-3.16152, 2.79521, -2.46088], [-3.23394, 3.72897, -2.23590], [-3.60920, 2.78871, -3.31814]]
}



# 4
{
  "formula": "C4H14O3",
  "method": "ωB97M-V/def2-TZVPD",
  "mol_weight_da": 110.15,
  "relative_energy_ev": 1.269,
  "charge": -1,
  "e_tot_ev": -10515.18345,
  "orbital_gap_ev": [2.330, 9.047],
  "spin_multiplicity": 2,
  "elements": ["C", "C", "C", "C", "H", "H", "H", "H", "H", "H", "H", "H", "H", "H", "O", "H", "H", "O", "H", "H", "O"],
  "coordinates": [[0.34484, -1.53343, 0.36348], [-0.89136, -2.18505, 0.59457], [-1.79884, -2.76371, -0.50822], [1.25351, -0.93447, 1.41938], [0.78356, -1.40541, -0.66006], [-0.92325, -2.56934, 1.61806], [-2.85456, -2.46626, -0.39110], [-1.36268, -2.37855, -1.39281], [-1.71343, -3.86238, -0.53694], [2.31496, -0.97213, 1.00675], [1.19717, -1.60618, 2.35335], [1.04053, 0.11819, 1.74558], [1.09369, 2.67447, 0.43563], [1.12996, 2.18327, -1.09034], [1.57434, 2.69671, -0.42118], [1.00561, 0.92323, -3.49675], [-0.36042, 1.10262, -3.19231], [0.49012, 1.43666, -2.86098], [-0.93320, 4.34337, 2.26447], [-0.30349, 3.56100, 1.11984], [-1.08705, 3.63740, 1.62957]]
}